Entry A
DFT (ωB97M-V with the def2-TZVPD basis set) results for 2 unconnected molecules or ions with the total composition C3H7IN2.

Properties
lowest unoccupied orbital energy (alpha / beta): -0.0061 / -0.0339 Eh
HOMO (alpha / beta): -7.81 / -8.59 eV
frontier orbital gap (alpha / beta): 7.6 / 7.7 eV

CARTESIAN COORDINATES (ANGSTROEM)
C 0.906 0.820 -0.778
C 0.125 -0.970 0.775
C 0.504 -0.603 -0.527
N -2.218 0.907 0.604
N -1.953 0.139 1.445
I 2.530 -1.914 -0.889
H 1.513 1.203 0.039
H 1.459 0.925 -1.708
H -0.001 1.425 -0.853
H -0.339 -1.924 0.953
H 0.584 -0.491 1.622
H -0.072 -1.049 -1.331
H -3.039 1.534 0.648

---

Entry B
DFT (ωB97M-V with the def2-TZVPD basis set) results for 3 unconnected molecules or ions with the total composition C3H7IN2.

Properties
lowest unoccupied orbital energy: 0.0187 Eh
HOMO: -8.69 eV
frontier orbital gap: 9.2 eV

CARTESIAN COORDINATES (ANGSTROEM)
C -0.607 -2.494 0.793
C -0.908 2.401 -0.445
C -0.362 1.182 -0.049
N -1.027 -1.701 -0.080
N -1.522 -1.085 -0.867
I 4.522 -0.076 0.369
H 0.331 -2.262 1.222
H -0.993 -3.439 0.986
H 3.481 0.414 -0.762
H -0.773 2.887 -1.387
H -1.750 2.879 0.109
H -0.767 0.700 0.780
H 0.376 0.596 -0.670

---

Least stable = entry B

---

Entry A
DFT (ωB97M-V with the def2-TZVPD basis set) results for 5 unconnected molecules or ions with the total composition C2H14NO4.

Properties
total charge: +1
lowest unoccupied orbital energy: -0.1517 Eh
HOMO: -13.35 eV
frontier orbital gap: 9.2 eV

CARTESIAN COORDINATES (ANGSTROEM)
C -1.351 -1.709 -2.683
C -1.877 -0.083 -1.079
N -1.149 -1.077 -1.375
H -2.348 -1.508 -3.067
H -1.393 -2.784 -2.553
H -0.595 -1.473 -3.420
H -2.555 0.317 -1.816
H -1.863 0.378 -0.102
H -0.346 -1.404 -0.843
H 3.184 0.372 6.236
H 3.267 1.884 5.837
O 3.305 0.984 5.507
H -1.010 2.228 -3.110
H 0.178 1.375 -2.481
O -0.697 1.748 -2.333
H -0.067 -0.246 2.306
H -0.465 1.199 2.393
O 0.227 0.632 2.035
H 2.536 -0.688 0.000
H 1.397 0.258 0.608
O 1.624 -0.404 -0.062

---

Entry B
DFT (ωB97M-V with the def2-TZVPD basis set) results for 5 unconnected molecules or ions with the total composition C2H14NO4.

Properties
total charge: +1
lowest unoccupied orbital energy: -0.1239 Eh
HOMO: -14.63 eV
frontier orbital gap: 11.3 eV

CARTESIAN COORDINATES (ANGSTROEM)
C -0.524 2.447 0.566
C -1.294 0.188 0.234
N -0.406 1.072 0.086
H -0.361 3.225 -0.173
H -1.522 2.484 1.003
H 0.223 2.639 1.338
H -2.281 0.321 0.670
H -1.182 -0.795 -0.208
H 0.365 0.845 -0.578
H 3.349 -2.743 -1.052
H 4.079 -1.928 0.032
O 3.236 -2.064 -0.415
H -4.418 -0.542 -1.097
H -5.046 0.043 0.164
O -4.214 -0.178 -0.246
H 1.695 -2.103 0.684
H 0.676 -1.983 1.824
O 0.918 -1.621 0.973
H 2.395 0.757 -1.779
H 2.494 -0.328 -0.829
O 1.817 0.263 -1.199

---

Least stable = entry A